9
Properties=species:S:1:pos:R:3:lowdin_charge:R:1 method="wB97M-V/def2-TZVPD" de_lowest_kj_mol=388.3 homo_energy_ev=-3.0686 total_energy_ha=-623.71098 spin_multiplicity=1 total_charge=-1 e_lumo_ev=4.196
N -1.15587 0.11314 0.00289 -0.7816
C -0.37040 1.14477 -0.02568 -0.0772
N -0.64140 -1.11597 0.00239 -0.0876
C 1.37245 0.07155 0.01436 0.0120
C 0.70742 -1.08937 -0.00607 -0.3636
H 1.16663 -2.07210 -0.02237 0.0743
H -0.57106 2.18234 0.09305 0.0271
S -2.84993 0.26360 0.00402 0.2073
H 2.34217 0.50205 -0.06258 -0.0107